Entry 1:
ORCA calculation (the ωB97M-V functional and the def2-TZVPD basis) on a 7-piece molecular cluster, C29H58N6O9 overall in a non-equilibrium geometry.

ORCA input file:
```
! wB97M-V def2-TZVPD RIJCOSX def2/J DEFGRID3
* xyz 0 1
C 0.921 1.346 -2.918
C -0.190 1.109 -3.310
C -1.285 0.486 -4.025
O -1.954 1.133 -4.785
O -1.501 -0.820 -3.781
C -0.973 -1.762 -4.776
C 0.533 -1.578 -4.928
C -1.248 -3.125 -4.172
C -0.555 -4.241 -4.436
C -1.784 -1.708 -6.098
C -0.988 -1.442 -7.383
C -0.212 -2.646 -7.919
O -0.601 -2.908 -9.259
C 0.424 -3.540 -10.002
H 1.882 1.686 -2.618
H 0.979 -2.369 -5.524
H 0.977 -1.583 -3.933
H 0.791 -0.629 -5.400
H -2.092 -3.181 -3.485
H 0.531 -4.244 -4.465
H -1.032 -5.186 -4.671
H -2.276 -2.674 -6.226
H -2.577 -0.967 -6.018
H -0.347 -0.572 -7.241
H -1.717 -1.175 -8.150
H -0.384 -3.535 -7.299
H 0.861 -2.419 -7.905
H 1.043 -2.778 -10.487
H -0.033 -4.144 -10.785
H 1.030 -4.203 -9.380
C -3.317 0.882 1.878
N -1.948 0.400 1.809
C -1.337 -0.283 0.812
C -2.158 -0.613 -0.411
O -0.161 -0.610 0.911
H -3.292 1.962 1.999
H -3.810 0.445 2.749
H -3.878 0.625 0.985
H -1.348 0.594 2.596
H -1.530 -1.149 -1.115
H -3.008 -1.244 -0.149
H -2.516 0.302 -0.887
C 2.231 -1.556 2.459
N 3.360 -1.328 3.351
C 3.394 -1.401 4.700
C 2.108 -1.767 5.407
O 4.427 -1.179 5.319
H 2.468 -2.372 1.775
H 2.033 -0.663 1.873
H 1.334 -1.810 3.011
H 4.247 -1.080 2.941
H 2.299 -1.783 6.476
H 1.330 -1.032 5.199
H 1.761 -2.752 5.096
C -1.614 6.742 1.332
N -2.175 5.675 2.137
C -1.743 4.395 2.253
C -0.524 3.993 1.457
O -2.330 3.604 2.980
H -1.317 7.576 1.970
H -2.356 7.104 0.618
H -0.744 6.394 0.785
H -2.991 5.877 2.694
H -0.312 2.947 1.656
H -0.701 4.114 0.387
H 0.341 4.589 1.746
C -3.893 -1.033 5.697
N -3.937 -1.968 4.591
C -4.480 -3.216 4.558
C -5.129 -3.725 5.824
O -4.437 -3.885 3.540
H -4.401 -0.105 5.428
H -2.857 -0.791 5.945
H -4.373 -1.451 6.575
H -3.520 -1.692 3.715
H -5.509 -4.724 5.634
H -4.406 -3.773 6.639
H -5.960 -3.083 6.120
C 6.454 -1.522 7.287
N 7.563 -1.326 8.212
C 7.563 -1.427 9.563
C 6.253 -1.788 10.230
O 8.580 -1.232 10.212
H 6.698 -2.326 6.592
H 6.282 -0.616 6.712
H 5.543 -1.778 7.812
H 8.463 -1.083 7.830
H 6.418 -1.829 11.302
H 5.491 -1.039 10.016
H 5.902 -2.763 9.889
C -1.745 4.917 -5.906
N -0.679 4.167 -5.275
C 0.629 4.509 -5.147
C 1.067 5.833 -5.731
O 1.410 3.758 -4.584
H -2.537 5.124 -5.184
H -2.174 4.339 -6.726
H -1.375 5.859 -6.297
H -0.908 3.266 -4.876
H 2.131 5.951 -5.548
H 0.890 5.860 -6.806
H 0.535 6.661 -5.260
*
```

Molar mass   634.82 g/mol
SMILES string   C#CC(=O)O[C@@](C)(C=C)CCCOC.CNC(C)=O.CNC(C)=O.CNC(C)=O.CNC(C)=O.CNC(C)=O.CNC(C)=O
Lowest unoccupied orbital energy   0.009 hartree
Kohn-Sham gap   0.3346 Ha
HOMO level   -8.8585 eV

Results of the Mulliken charge analysis, in e, for atoms 1 through 5: C 0.14; C -0.74; C 0.85; O -0.58; O -0.44

Entry 2:
ORCA calculation (the ωB97M-V functional and the def2-TZVPD basis) on a 3-piece molecular cluster, C29H59FN3O5 overall in a non-equilibrium geometry.

ORCA input file:
```
! wB97M-V def2-TZVPD RIJCOSX def2/J DEFGRID3
* xyz 1 1
C -1.656 -4.004 3.572
C -1.908 -2.726 2.871
O -2.936 -2.411 2.333
N -0.767 -1.791 2.904
C -1.104 -0.719 3.849
N -0.455 -1.381 1.563
C 0.139 -0.039 1.349
C -0.854 1.142 1.418
C -0.898 1.941 0.116
C 0.392 2.645 -0.173
O 0.512 3.845 -0.055
O 1.403 1.859 -0.581
C 1.422 0.152 2.139
O 2.024 -1.097 2.430
C 1.959 -1.942 1.315
C 2.878 -3.126 1.459
C 4.230 -2.758 0.920
O 4.456 -2.431 -0.239
F 5.202 -2.816 1.835
C 0.523 -2.378 0.987
C 0.286 -2.615 -0.486
C -0.840 -3.629 -0.684
C -1.285 -3.699 -2.135
C -0.184 -4.325 -3.008
C 0.673 -3.291 -3.755
N 0.574 -3.457 -5.203
H -2.577 -4.523 3.752
H -1.207 -3.759 4.527
H -0.935 -4.610 3.042
H -1.453 -1.202 4.748
H -0.248 -0.140 4.137
H -1.918 -0.097 3.499
H -1.287 -1.452 0.961
H 0.452 -0.036 0.317
H -1.841 0.815 1.702
H -0.468 1.805 2.182
H -1.650 2.701 0.196
H -1.104 1.273 -0.712
H 2.107 2.443 -0.881
H 1.259 0.693 3.057
H 2.126 0.721 1.547
H 2.303 -1.371 0.450
H 2.924 -3.500 2.470
H 2.520 -3.905 0.802
H 0.385 -3.326 1.480
H 1.196 -2.918 -0.976
H -0.002 -1.683 -0.967
H -1.666 -3.328 -0.044
H -0.457 -4.589 -0.370
H -2.190 -4.285 -2.169
H -1.505 -2.694 -2.463
H 0.480 -4.864 -2.345
H -0.595 -5.046 -3.691
H 1.705 -3.364 -3.448
H 0.344 -2.295 -3.460
H -0.234 -2.955 -5.537
H 1.371 -3.032 -5.650
C -5.248 0.268 -5.865
C -4.183 -0.460 -5.048
C -4.746 -1.578 -4.172
C -5.740 -1.123 -3.102
C -5.202 -0.076 -2.129
C -4.012 -0.573 -1.315
H -5.975 0.769 -5.225
H -4.792 1.027 -6.500
H -5.785 -0.429 -6.510
H -3.634 0.263 -4.437
H -3.452 -0.895 -5.735
H -3.913 -2.107 -3.696
H -5.240 -2.315 -4.811
H -6.064 -2.001 -2.535
H -6.639 -0.728 -3.580
H -6.004 0.207 -1.444
H -4.923 0.835 -2.665
H -4.278 -1.466 -0.743
H -3.682 0.194 -0.609
H -3.164 -0.818 -1.960
C 4.475 7.617 3.617
C 5.285 6.354 3.336
C 5.141 5.845 1.903
C 3.722 5.436 1.505
C 3.094 4.358 2.383
C 3.853 3.032 2.354
H 3.404 7.445 3.501
H 4.642 7.960 4.639
H 4.766 8.423 2.942
H 5.003 5.572 4.047
H 6.341 6.565 3.521
H 5.820 5.000 1.758
H 5.481 6.623 1.214
H 3.741 5.083 0.468
H 3.072 6.314 1.508
H 2.070 4.187 2.036
H 3.012 4.708 3.415
H 3.919 2.642 1.333
H 3.347 2.283 2.968
H 4.866 3.135 2.741
*
```

Molar mass   548.81 g/mol
Lowest unoccupied orbital energy   -0.102 hartree
Kohn-Sham gap   0.3234 Ha
HOMO level   -11.5655 eV

Results of the Mulliken charge analysis, in e, for atoms 1 through 5: C -1.25; C 0.74; O -0.48; N -0.40; C -1.04

Entry 3:
ORCA calculation (the ωB97M-V functional and the def2-TZVPD basis) on a 5-piece molecular cluster, C29H59N3O16P overall in a non-equilibrium geometry.

ORCA input file:
```
! wB97M-V def2-TZVPD RIJCOSX def2/J DEFGRID3
* xyz 1 1
C 0.191 0.258 -1.719
C 1.107 -0.552 -0.805
O 0.386 -1.607 -0.158
C 1.274 -2.581 0.329
C 2.232 -2.066 1.420
C 3.018 -3.285 1.974
N 4.511 -3.202 1.888
C 5.080 -3.646 3.033
N 6.337 -3.538 3.315
N 4.084 -4.296 3.814
C 4.171 -5.708 3.286
C 2.868 -6.474 2.913
C 2.655 -7.745 3.787
C 1.515 -7.636 4.820
O 0.372 -6.873 4.400
C -0.205 -7.363 3.283
C -0.969 -6.326 2.465
O -0.128 -8.479 2.912
C 2.963 -3.435 3.509
P 1.364 -3.625 4.427
O 1.609 -4.468 5.612
H -0.542 0.823 -1.139
H 0.834 0.968 -2.253
H -0.270 -0.411 -2.450
H 1.922 -1.020 -1.382
H 1.546 0.150 -0.079
H 0.655 -3.394 0.738
H 1.832 -3.037 -0.511
H 2.922 -1.298 1.059
H 1.616 -1.692 2.248
H 2.668 -4.172 1.433
H 4.782 -2.270 1.583
H 6.728 -3.572 4.248
H 6.985 -3.456 2.535
H 4.703 -6.296 4.041
H 4.835 -5.728 2.408
H 1.952 -5.883 2.834
H 3.039 -6.873 1.904
H 2.409 -8.580 3.125
H 3.570 -8.038 4.312
H 1.156 -8.658 5.008
H 1.856 -7.277 5.792
H -0.384 -5.969 1.612
H -1.205 -5.474 3.115
H -1.918 -6.727 2.108
H 3.297 -2.429 3.822
H 1.010 -2.323 4.867
H 0.376 -4.125 3.548
C -4.736 -0.254 -2.970
C -4.333 0.641 -1.817
O -3.991 1.957 -2.275
C -5.028 2.763 -2.530
O -6.191 2.483 -2.399
O -4.546 3.924 -2.975
C -5.554 4.863 -3.361
H -3.962 -0.258 -3.740
H -4.898 -1.275 -2.625
H -5.654 0.101 -3.439
H -3.438 0.245 -1.337
H -5.113 0.692 -1.057
H -6.282 5.010 -2.566
H -6.045 4.524 -4.273
H -5.060 5.811 -3.561
C 11.522 -0.817 -0.913
C 11.079 0.254 0.062
O 9.667 0.517 -0.060
C 8.867 -0.345 0.539
O 9.195 -1.313 1.183
O 7.596 0.026 0.303
C 6.651 -0.874 0.844
H 11.224 -0.556 -1.929
H 12.605 -0.937 -0.881
H 11.063 -1.777 -0.678
H 11.582 1.191 -0.166
H 11.330 -0.008 1.089
H 6.840 -1.053 1.905
H 6.669 -1.814 0.286
H 5.664 -0.423 0.738
C -0.501 4.748 -3.228
C -1.088 4.252 -1.924
O -0.362 4.776 -0.801
C -0.668 6.030 -0.458
O -1.489 6.732 -0.990
O 0.108 6.378 0.573
C -0.065 7.731 1.003
H 0.570 4.537 -3.271
H -0.992 4.271 -4.076
H -0.619 5.828 -3.325
H -0.998 3.167 -1.871
H -2.148 4.491 -1.846
H -1.112 7.951 1.199
H 0.335 8.414 0.254
H 0.498 7.850 1.925
C -9.367 4.102 -2.731
C -9.259 4.798 -4.072
O -10.527 5.321 -4.487
C -10.881 6.477 -3.922
O -10.233 7.105 -3.124
O -12.089 6.810 -4.385
C -12.628 8.000 -3.807
H -10.154 3.346 -2.756
H -8.423 3.623 -2.466
H -9.628 4.809 -1.942
H -8.956 4.079 -4.833
H -8.506 5.588 -4.053
H -11.928 8.830 -3.887
H -12.892 7.824 -2.765
H -13.530 8.247 -4.362
*
```

Molar mass   736.77 g/mol
Lowest unoccupied orbital energy   -0.126 hartree
Kohn-Sham gap   0.3015 Ha
HOMO level   -11.6323 eV

Results of the Mulliken charge analysis, in e, for atoms 1 through 5: C -1.37; C -0.12; O -0.39; C -0.67; C -0.39

Entry 4:
ORCA calculation (the ωB97M-V functional and the def2-TZVPD basis) on a 5-piece molecular cluster, C29H60NO14S4 overall.

ORCA input file:
```
! wB97M-V def2-TZVPD RIJCOSX def2/J DEFGRID3
* xyz 1 1
C 4.664 0.348 5.967
C 4.529 -0.180 4.530
C 5.743 0.069 3.613
C 5.530 1.170 2.572
C 5.049 2.502 3.149
C 4.311 3.389 2.147
C 3.028 2.734 1.597
C 1.827 3.667 1.687
C 0.527 3.125 1.084
C 0.168 1.663 1.452
C -1.211 1.457 2.030
C -2.155 0.617 1.406
O -1.900 -0.022 0.254
C -3.453 0.468 1.911
C -3.794 1.140 3.044
N -2.871 1.901 3.657
C -1.610 2.079 3.199
C -0.731 2.915 4.063
C -0.056 2.132 5.185
O 0.582 2.684 6.033
H 3.997 1.189 6.158
H 4.445 -0.423 6.703
H 5.676 0.702 6.160
H 3.644 0.264 4.067
H 4.339 -1.253 4.561
H 5.975 -0.857 3.086
H 6.622 0.299 4.218
H 6.479 1.354 2.064
H 4.849 0.795 1.804
H 4.407 2.354 4.020
H 5.926 3.043 3.512
H 4.982 3.668 1.335
H 4.018 4.301 2.672
H 3.167 2.434 0.556
H 2.852 1.815 2.160
H 2.081 4.583 1.150
H 1.694 3.969 2.730
H -0.305 3.777 1.358
H 0.614 3.184 0.000
H 0.231 1.088 0.531
H 0.898 1.220 2.130
H -0.992 -0.347 0.206
H -4.169 -0.164 1.407
H -4.774 1.094 3.492
H -3.144 2.413 4.484
H 0.047 3.408 3.489
H -1.313 3.710 4.531
H -0.172 1.032 5.186
O -2.235 0.875 -3.935
S -2.043 -0.475 -3.499
O -0.791 -0.835 -2.892
O -2.391 -1.463 -4.673
C -1.804 -1.202 -5.982
C -0.364 -1.648 -6.072
C -3.342 -0.943 -2.415
H -1.923 -0.142 -6.208
H -2.437 -1.763 -6.666
H 0.281 -1.037 -5.441
H -0.012 -1.566 -7.098
H -0.262 -2.686 -5.760
H -4.298 -0.712 -2.877
H -3.204 -0.363 -1.511
H -3.259 -2.006 -2.207
O -4.937 4.312 2.518
S -3.772 4.911 1.937
O -2.516 4.662 2.597
O -3.988 6.452 1.749
C -4.508 7.226 2.872
C -3.442 7.544 3.896
C -3.631 4.472 0.242
H -5.350 6.686 3.304
H -4.890 8.129 2.404
H -3.108 6.651 4.422
H -3.848 8.241 4.629
H -2.577 8.003 3.420
H -4.576 4.686 -0.250
H -3.413 3.407 0.204
H -2.819 5.043 -0.201
O 2.233 -3.169 -7.083
S 3.477 -3.271 -6.380
O 4.557 -2.411 -6.748
O 3.955 -4.780 -6.404
C 3.983 -5.452 -7.691
C 5.198 -5.079 -8.512
C 3.195 -3.146 -4.649
H 3.053 -5.237 -8.217
H 3.989 -6.509 -7.434
H 5.160 -4.040 -8.833
H 5.243 -5.714 -9.397
H 6.109 -5.221 -7.932
H 2.401 -3.834 -4.372
H 2.898 -2.118 -4.454
H 4.121 -3.380 -4.129
O -3.388 -7.119 -2.234
S -4.219 -6.973 -1.078
O -5.360 -6.112 -1.142
O -3.300 -6.520 0.145
C -2.407 -5.416 -0.104
C -3.132 -4.084 -0.095
C -4.691 -8.544 -0.454
H -1.889 -5.582 -1.049
H -1.671 -5.473 0.696
H -3.814 -4.005 -0.940
H -2.407 -3.270 -0.152
H -3.720 -3.975 0.817
H -3.805 -9.165 -0.364
H -5.386 -8.967 -1.176
H -5.179 -8.405 0.507
*
```

Molar mass   775.06 g/mol
Lowest unoccupied orbital energy   -0.130 hartree
Kohn-Sham gap   0.3159 Ha
Relative energy (zero: lowest compared OMol25 entry of this formula, charge and spin)   0.00 kcal/mol
HOMO level   -12.1229 eV

Results of the Mulliken charge analysis, in e, for atoms 1 through 5: C -1.16; C 0.10; C -0.88; C -0.64; C -0.46